# 1
Below is the molecule C13H16N2O2S, with properties calculated with ωB97M-V/def2-TZVPD.

```
34
Properties=species:S:1:pos:R:3:forces:R:3
O 0.2667 0.8487 1.7266 0.11 0.24 0.07
C 0.3020 -0.2743 1.2769 -0.36 -0.29 0.31
C -0.9148 -1.1855 1.4179 -0.27 -0.08 -0.32
S -1.2591 -2.2670 -0.0056 -0.02 -0.08 0.07
C -1.1050 -1.1633 -1.4655 0.13 -0.31 0.22
C -1.0729 0.3239 -1.1664 -0.02 -0.14 -0.37
O -0.0879 0.9822 -1.4298 0.25 0.10 -0.06
N -2.1802 0.8847 -0.6446 -0.21 0.52 0.20
C -3.4289 0.2891 -0.3027 -0.25 -0.08 0.01
C -4.1266 0.7334 0.9508 0.01 -0.18 0.14
C -4.6722 1.1223 -0.3932 -0.06 -0.09 -0.15
N 1.3497 -0.8778 0.6762 0.24 -0.41 -0.17
C 2.5912 -0.3405 0.3174 0.24 0.19 0.00
C 2.9420 0.9792 0.5753 -0.15 0.11 0.08
C 4.1868 1.4411 0.1888 0.09 -0.09 -0.06
C 5.0873 0.6037 -0.4474 0.13 0.07 -0.04
C 4.7357 -0.7108 -0.7051 0.00 -0.02 -0.02
C 3.4939 -1.1828 -0.3266 -0.06 0.03 0.04
H -0.7500 -1.8791 2.2455 -0.01 0.03 0.00
H -1.7910 -0.5783 1.6429 0.21 0.06 0.04
H -1.9437 -1.4088 -2.1177 -0.01 0.03 -0.01
H -0.1728 -1.4159 -1.9721 -0.15 0.20 0.01
H -2.0892 1.8723 -0.4414 0.17 -0.10 -0.06
H -3.4962 -0.7543 -0.5758 -0.04 0.04 0.05
H -4.6576 -0.0054 1.5310 -0.06 -0.07 0.02
H -3.6538 1.5003 1.5457 0.12 0.08 -0.01
H -5.5787 0.6517 -0.7400 -0.07 -0.07 -0.01
H -4.5696 2.1512 -0.7019 0.10 0.10 -0.02
H 1.1977 -1.8328 0.3705 -0.12 0.22 0.08
H 2.2387 1.6318 1.0633 -0.03 0.01 0.02
H 4.4539 2.4683 0.3873 0.01 0.09 0.02
H 6.0575 0.9726 -0.7446 0.08 0.03 -0.02
H 5.4293 -1.3713 -1.2044 0.04 -0.05 -0.03
H 3.2180 -2.2087 -0.5315 -0.03 -0.10 -0.01
```
Forces are in eV/Å.

Results
**E_HOMO**: -8.361 eV
**M**: 264.350 g/mol
**ΔE to the lowest compared entry with this formula, charge and spin**: 36.3 kcal/mol
**Orbital gap**: 8.86 eV
**Structure (SMILES)**: O=C(CSCC(=O)NC1CC1)Nc1ccccc1

Atomic partial charges in e from the natural (NBO) method, atoms 1 to 5: O -0.600; C 0.671; C -0.628; S 0.181; C -0.631

---

# 2
Below is a structure of composition C13H16N2O3 at a distorted geometry, with properties calculated with ωB97M-V/def2-TZVPD.

```
34
Properties=species:S:1:pos:R:3:forces:R:3
C -1.8657 -0.1332 2.2393 1.75 -4.27 -5.17
C -2.3683 -0.5488 0.8561 -3.04 -0.29 -2.01
C -2.7871 0.2787 -0.2524 -1.41 -8.02 0.44
C -3.4339 -0.7894 -1.1709 -0.27 -1.27 -1.51
C -3.3057 -2.1498 -0.7164 1.70 8.98 3.70
O -2.8107 -1.9356 0.6993 1.63 2.97 -1.97
H -3.6699 -3.0900 -0.7217 -1.23 -2.70 -1.02
H -3.9411 -0.5125 -2.2203 1.36 -0.66 2.60
C -3.0186 1.6793 -0.4798 13.79 -3.25 4.77
O -3.9225 2.2306 -0.6890 -13.71 6.49 -3.93
N -1.8463 2.5128 -0.1124 0.37 -7.49 -0.53
C -0.6172 1.9097 -0.1096 4.84 -4.09 1.13
N 0.4382 2.3437 0.4758 -5.72 10.90 3.28
O 1.5858 1.8981 0.5648 1.26 -6.00 -3.75
C 1.3334 0.6369 -0.2427 0.39 0.11 4.15
C -0.0378 0.5597 -0.3649 0.21 -2.00 -4.31
H -0.4306 -0.3383 -0.9863 0.59 1.80 1.32
C 2.4566 -0.3481 -0.1995 2.59 3.46 -1.79
C 3.7208 0.5358 -1.0989 -1.32 -1.24 8.44
H 3.2492 0.7738 -1.9077 -2.50 1.76 -5.01
H 4.4279 -0.2341 -1.2353 1.51 -0.17 0.07
H 3.8053 1.4134 -0.3357 0.93 -1.56 -1.87
C 2.0398 -1.4162 -1.0044 -1.60 -5.36 -2.68
H 1.1850 -2.0004 -0.3614 2.02 0.70 -2.15
H 2.8808 -2.0436 -1.4184 -0.32 -0.39 1.78
H 1.7726 -1.2306 -2.0594 -1.31 0.88 0.62
C 2.9973 -0.8871 1.1120 -3.23 7.08 2.97
H 3.3172 0.3382 1.6508 -0.74 -3.97 -0.91
H 2.1230 -1.2600 1.7705 1.72 0.20 -1.00
H 3.8784 -1.4036 1.0969 1.93 -1.67 -0.28
H -1.8486 3.4320 -0.1013 -0.47 5.39 -0.03
H -2.4069 -0.7197 2.8399 -1.50 -2.15 3.01
H -0.8155 -0.3039 2.1828 0.90 -0.16 0.75
H -2.0847 0.8021 2.3003 -1.13 5.99 0.86
```
Forces are in eV/Å.

Results
**E_HOMO**: -8.484 eV
**M**: 248.282 g/mol
**ΔE to the lowest compared entry with this formula, charge and spin**: 291.9 kcal/mol
**Orbital gap**: 9.04 eV

Atomic partial charges in e from the natural (NBO) method, atoms 1 to 5: C -0.641; C 0.460; C -0.320; C -0.227; C 0.051

---

# 3
Below is the ion C13H16NO with charge +1 at a distorted geometry, with properties calculated with ωB97M-V/def2-TZVPD.

```
31
Properties=species:S:1:pos:R:3:forces:R:3
C -0.9384 -3.0445 0.2234 -2.15 -3.11 -0.67
C 0.4013 -3.2034 -0.1174 -1.10 -6.07 0.95
C -1.5898 -1.8408 0.2458 -3.21 -3.58 1.61
C 1.2297 -2.0866 -0.2316 3.39 4.24 -0.01
C -0.7872 -0.7201 0.1168 3.36 3.72 -1.00
C 0.6119 -0.8489 -0.0888 -1.42 -2.99 -1.07
C 0.3897 1.3651 0.0046 -4.94 2.39 1.47
C 0.5512 2.6637 0.2698 1.49 1.35 -1.14
C 2.3338 0.2877 0.9129 1.52 2.23 -1.49
C -1.2451 0.6836 0.1819 4.13 0.99 -0.01
C -1.7833 0.9741 1.6289 -1.69 -1.79 -3.35
C -2.0911 1.1508 -0.9840 0.66 2.22 0.06
C 2.0465 0.4775 -1.5846 1.99 -1.07 0.04
N 1.3584 0.3666 -0.2630 0.52 -1.30 0.44
O 3.3831 0.8025 0.7799 0.59 -0.34 0.10
H -1.5769 -4.0322 0.3005 1.39 2.18 0.11
H 0.8393 -4.3337 -0.1200 -1.04 3.13 -0.19
H -2.6583 -1.8365 0.6261 1.48 0.38 -0.73
H 2.3477 -2.1567 -0.2686 -1.20 -0.01 -0.15
H 1.5145 3.2410 0.2432 -0.48 -1.19 0.05
H -0.2280 3.4670 0.2950 0.01 -1.57 0.38
H 1.8805 -0.0119 1.8007 -1.09 -0.95 1.57
H -1.4441 1.9160 1.8526 0.36 2.24 1.06
H -1.3695 0.2072 2.2201 0.26 -0.59 1.36
H -2.8967 0.8802 1.5290 0.97 0.26 0.64
H -2.5609 0.3053 -1.3971 -0.53 -0.86 -1.21
H -1.5536 1.8576 -1.6957 -0.40 -1.58 0.51
H -2.8721 1.8053 -0.6374 -0.56 0.13 0.42
H 2.6474 1.3466 -1.6366 0.92 0.89 0.81
H 2.7077 -0.3942 -1.8961 -1.22 0.89 0.92
H 1.3525 0.7120 -2.3103 -2.02 -0.26 -1.46
```
Forces are in eV/Å.

Results
**Multiplicity**: 3
**E_HOMO (alpha / beta)**: -8.944 / -13.628 eV
**⟨S²⟩**: 2.0440
**M**: 202.277 g/mol
**ΔE to the lowest compared entry with this formula, charge and spin**: 60.6 kcal/mol
**Orbital gap (alpha / beta)**: 5.36 / 6.64 eV
**Charge**: +1

Atomic partial charges in e from the natural (NBO) method, atoms 1 to 5: C -0.186; C -0.110; C -0.281; C -0.236; C 0.116

---

# 4
Below is the molecule C13H16NP at a distorted geometry, with properties calculated with ωB97M-V/def2-TZVPD.

```
31
Properties=species:S:1:pos:R:3:forces:R:3
C -0.9126 -1.2720 1.9336 -0.26 0.80 0.57
N -0.9426 0.1537 1.5822 1.57 1.88 -0.63
C -0.6147 1.1563 2.6473 1.60 -0.64 0.95
P 0.3940 0.4025 0.1802 -0.34 -1.11 1.37
C -0.6336 -0.3167 -1.1387 -0.93 -0.19 0.12
C -0.1378 -1.2525 -2.0585 0.21 0.36 0.44
C -0.9895 -1.8797 -2.9920 1.55 -1.08 -0.31
C -2.2923 -1.4301 -3.0960 -0.66 -0.01 -0.67
C -2.7923 -0.5524 -2.1259 -1.16 0.33 -0.63
C -2.0171 -0.0435 -1.1087 0.94 -0.40 -0.06
C 0.9314 2.0586 0.0429 -2.79 -1.24 -0.76
C 2.2278 2.4279 0.2569 0.46 -2.63 0.26
C 3.2390 1.4572 0.5375 3.15 2.82 0.28
C 3.0773 0.0984 0.5722 -0.62 -0.93 -0.65
C 1.8484 -0.5053 0.2968 0.10 2.14 0.61
H -1.8726 -1.6246 2.3195 -0.24 0.19 -0.30
H -0.7156 -1.7454 0.9755 0.14 -0.83 0.32
H -0.2180 -1.5362 2.7589 0.31 0.17 -0.74
H -0.3542 2.1266 2.1932 0.29 -0.58 -0.20
H -1.3414 1.5380 3.4238 -0.04 -1.45 -0.89
H 0.3234 0.7441 3.2129 -1.45 1.01 -0.61
H 0.9408 -1.4320 -1.9604 -0.48 -0.37 -0.41
H -0.5877 -2.7760 -3.6020 -0.72 1.89 0.80
H -2.9350 -1.7244 -3.9706 0.63 0.06 1.24
H -3.8446 -0.2370 -2.1981 0.50 -0.28 0.09
H -2.4068 0.4716 -0.2370 -0.17 0.20 -0.41
H -0.0032 2.5419 -0.3307 1.43 1.05 0.41
H 2.5396 3.4228 0.1745 0.26 1.40 -0.17
H 4.3372 1.9085 0.6409 -2.53 -1.12 -0.10
H 3.8911 -0.6600 0.6682 -0.32 1.24 0.16
H 1.8617 -1.5204 0.4016 -0.43 -2.67 -0.07
```
Forces are in eV/Å.

Results
**E_HOMO**: -7.185 eV
**M**: 217.252 g/mol
**ΔE to the lowest compared entry with this formula, charge and spin**: 26.0 kcal/mol
**Orbital gap**: 7.90 eV
**Structure (SMILES)**: CN(C)[P@@]1(c2ccccc2)=CC=CC=C1

Atomic partial charges in e from the natural (NBO) method, atoms 1 to 5: C -0.426; N -0.706; C -0.446; P 1.626; C -0.390

---

# 5
Below is the molecule C13H16OS at a distorted geometry, with properties calculated with ωB97M-V/def2-TZVPD.

```
31
Properties=species:S:1:pos:R:3:forces:R:3
C 3.5932 -0.9333 -0.8617 1.00 -0.60 -0.84
C 3.3812 -0.7687 0.4240 -1.59 0.64 1.93
C 2.6154 -1.3658 -1.7836 0.33 -0.63 1.61
C 1.3406 -1.4975 -1.2632 0.41 1.12 0.04
C 1.0116 -1.0904 0.0847 -1.41 -0.45 0.09
C 2.0340 -0.7372 0.8935 1.41 -1.47 -1.00
C 1.2270 3.2922 -1.2949 0.50 -0.26 1.54
C 3.0778 -0.4612 1.8986 -0.07 1.24 0.52
C -1.6024 1.1619 0.1354 -2.34 1.16 -0.25
C -1.2750 -0.2093 -0.4217 1.09 0.74 -1.92
C -0.5836 2.1689 0.6517 2.09 -2.28 -0.95
C -0.4728 -1.0699 0.5256 -0.25 -1.34 1.14
C -1.1044 -2.4963 0.4725 -2.10 -0.30 3.95
O 1.9917 1.9486 0.6851 2.52 0.08 1.95
S 1.0179 1.8681 -0.3713 -1.48 0.80 -1.11
H 2.8975 -1.8403 -2.7187 -0.18 0.63 -0.18
H 0.6085 -1.7070 -2.0215 -0.70 -0.49 0.26
H 2.0375 3.9533 -1.1344 0.99 0.16 0.92
H 0.7822 3.5583 -2.1668 -1.96 -0.03 -2.50
H 3.2958 -1.2137 2.7494 -0.21 1.31 -1.63
H 3.0488 0.6697 2.1300 0.58 -1.98 0.09
H -2.3088 1.6569 -0.5772 0.71 -0.17 0.29
H -2.2443 0.9966 0.9871 -0.52 -0.23 0.49
H -2.1784 -0.6375 -0.9246 0.52 0.06 1.03
H -0.5533 -0.1210 -1.2592 -0.83 0.49 -0.06
H -0.7271 3.1951 0.3943 -0.76 0.61 0.71
H -0.1569 1.8841 1.6706 -0.68 0.89 -1.33
H -0.6157 -0.6117 1.5634 0.60 -0.92 -1.09
H -0.7526 -3.3647 1.1809 -0.17 2.06 -1.01
H -1.0782 -2.9185 -0.4683 0.25 -0.62 -2.30
H -2.2591 -2.3775 0.7180 2.23 -0.25 -0.40
```
Forces are in eV/Å.

Results
**E_HOMO (alpha / beta)**: -8.079 / -7.574 eV
**M**: 220.337 g/mol
**ΔE to the lowest compared entry with this formula, charge and spin**: 157.6 kcal/mol
**Orbital gap (alpha / beta)**: 8.39 / 6.70 eV

Atomic partial charges in e from the natural (NBO) method, atoms 1 to 5: C 0.105; C -0.130; C -0.300; C -0.207; C -0.060

---

# 6
Below is a structure of composition C13H17AlN2O3PS2, with properties calculated with ωB97M-V/def2-TZVPD.

```
39
Properties=species:S:1:pos:R:3:forces:R:3
Al -0.6455 -0.9169 -1.7857 0.18 0.17 0.20
C 2.9634 0.4476 3.2486 0.01 0.01 0.03
C 1.7270 -0.0311 2.5268 -0.01 0.03 -0.04
O 2.0600 -0.2194 1.1338 0.06 0.01 0.08
P 1.4583 -1.4716 0.3408 0.00 0.03 -0.03
S 2.0426 -1.3224 -1.5243 0.08 0.01 -0.13
S -0.5254 -1.5570 0.5464 -0.20 -0.03 -0.09
O 2.0302 -2.7461 1.1058 0.02 -0.05 0.04
C 3.4416 -3.0596 1.0241 -0.03 0.02 0.04
C 3.6366 -4.3077 0.1984 0.01 -0.02 -0.01
H 2.7411 0.6056 4.3050 0.00 0.00 -0.01
H 3.3192 1.3869 2.8257 0.00 -0.01 -0.01
H 3.7621 -0.2904 3.1701 0.00 0.00 0.01
H 0.9217 0.7026 2.5711 -0.02 0.00 0.01
H 1.3571 -0.9651 2.9536 0.02 -0.02 -0.01
H 3.7733 -3.2010 2.0528 0.01 0.00 0.01
H 3.9848 -2.2124 0.6006 -0.01 0.00 -0.02
H 3.0833 -5.1414 0.6302 0.00 0.01 0.00
H 4.6957 -4.5702 0.1695 -0.01 0.00 0.00
H 3.2886 -4.1452 -0.8208 0.00 0.01 0.00
O -2.4038 -0.7036 -1.9812 -0.17 -0.09 0.01
C -3.2627 0.2299 -1.6235 0.02 -0.03 0.04
C -4.6306 -0.0775 -1.5528 0.04 0.04 0.00
C -5.5490 0.8792 -1.1828 -0.05 0.00 0.00
C -5.1453 2.1772 -0.8656 0.05 -0.01 0.00
C -3.8057 2.4927 -0.9337 -0.10 0.04 0.01
C -2.8566 1.5417 -1.3180 0.27 0.02 -0.05
C -1.4415 1.8964 -1.4154 -0.34 -0.02 0.13
N -0.4081 1.0686 -1.5273 0.13 -0.12 -0.12
C 0.7397 1.8416 -1.5406 -0.04 0.03 -0.08
C 0.3931 3.1459 -1.4549 -0.03 -0.06 0.10
N -0.9840 3.1633 -1.3676 0.10 0.05 -0.05
H -4.9313 -1.0882 -1.7936 0.00 0.00 0.00
H -6.5983 0.6168 -1.1305 0.00 0.00 0.00
H -5.8673 2.9222 -0.5621 0.00 -0.01 0.00
H -3.4960 3.4958 -0.6620 0.01 -0.01 0.00
H 1.7121 1.3886 -1.6085 0.00 -0.01 -0.01
H 0.9835 4.0434 -1.4399 0.00 0.00 0.00
H -1.5637 3.9807 -1.3126 -0.01 0.01 -0.02
```
Forces are in eV/Å.

Results
**Multiplicity**: 2
**E_HOMO (alpha / beta)**: -5.598 / -8.158 eV
**⟨S²⟩**: 0.7510
**M**: 371.380 g/mol
**ΔE to the lowest compared entry with this formula, charge and spin**: 0.0 kcal/mol
**Orbital gap (alpha / beta)**: 6.05 / 8.36 eV

Atomic partial charges in e from the natural (NBO) method, atoms 1 to 5: Al 1.218; C -0.623; C -0.067; O -0.844; P 1.690

---

Look up the M of the third one.
202.277 g/mol